# 1
{"formula": "C46H44CoN9O3", "method": "the ωB97M-V functional and the def2-TZVPD basis", "elements": ["Co", "C", "C", "N", "C", "C", "N", "C", "C", "C", "C", "C", "N", "C", "C", "N", "C", "C", "N", "C", "C", "C", "N", "C", "C", "H", "H", "H", "H", "H", "H", "H", "H", "H", "H", "H", "H", "C", "N", "C", "C", "C", "C", "C", "C", "C", "C", "H", "H", "H", "H", "H", "H", "H", "H", "H", "H", "H", "H", "C", "C", "C", "C", "O", "H", "H", "H", "H", "H", "H", "H", "H", "H", "O", "C", "N", "C", "C", "O", "N", "C", "C", "C", "C", "C", "C", "C", "C", "C", "C", "C", "C", "H", "H", "H", "H", "H", "H", "H", "H", "H", "H", "H"], "xyz": [[-1.327, -0.134, 1.114], [2.619, -3.347, 2.503], [1.342, -2.828, 2.653], [1.077, -1.560, 2.378], [2.072, -0.814, 1.909], [3.344, -1.355, 1.727], [3.626, -2.612, 2.039], [1.754, 0.626, 1.704], [2.721, 1.613, 1.715], [2.329, 2.953, 1.706], [0.972, 3.233, 1.734], [0.059, 2.186, 1.678], [0.460, 0.915, 1.631], [-1.412, 2.284, 1.911], [-2.092, 3.565, 1.925], [-3.389, 3.780, 2.154], [-4.426, 3.015, 2.064], [-4.658, 1.642, 1.485], [-2.087, 1.223, 2.137], [3.340, 4.050, 1.691], [4.685, 3.817, 1.964], [5.583, 4.871, 1.930], [5.248, 6.126, 1.642], [3.964, 6.345, 1.371], [2.989, 5.362, 1.382], [2.834, -4.378, 2.756], [0.517, -3.432, 3.013], [4.155, -0.767, 1.317], [3.762, 1.339, 1.781], [0.599, 4.241, 1.793], [-1.515, 4.462, 1.734], [-5.320, 3.470, 2.491], [-5.742, 1.515, 1.416], [5.050, 2.833, 2.217], [6.630, 4.692, 2.149], [3.693, 7.366, 1.125], [1.976, 5.629, 1.122], [-3.191, -0.214, -1.457], [-3.426, -0.003, -0.031], [-4.003, 1.354, 0.129], [-4.246, -1.068, 0.558], [-3.723, -1.519, 1.903], [-4.541, -2.279, 2.732], [-4.079, -2.756, 3.950], [-2.784, -2.458, 4.351], [-1.969, -1.688, 3.530], [-2.421, -1.233, 2.300], [-4.111, -0.048, -2.040], [-2.850, -1.232, -1.628], [-2.422, 0.487, -1.773], [-4.768, 1.491, -0.653], [-3.186, 2.044, -0.083], [-4.287, 0.931, 2.224], [-4.220, -1.931, -0.110], [-5.294, -0.752, 0.649], [-5.555, -2.500, 2.414], [-4.727, -3.350, 4.584], [-2.413, -2.806, 5.308], [-0.965, -1.437, 3.855], [0.108, 3.976, -1.489], [-0.850, 2.796, -1.735], [-2.187, 3.386, -2.227], [-0.239, 1.943, -2.853], [-1.030, 2.049, -0.586], [0.275, 4.567, -2.396], [1.071, 3.599, -1.144], [-0.307, 4.636, -0.724], [-2.065, 4.015, -3.114], [-2.631, 3.990, -1.432], [-2.889, 2.587, -2.472], [-0.088, 2.507, -3.780], [-0.889, 1.094, -3.070], [0.721, 1.556, -2.508], [-2.285, -3.194, -0.080], [-1.207, -2.798, -0.475], [-0.400, -3.535, -1.311], [0.781, -2.821, -1.700], [0.575, -1.520, -0.868], [1.412, -0.636, -0.840], [-0.598, -1.582, -0.191], [0.816, -2.577, -3.205], [0.779, -3.687, -4.048], [0.779, -3.534, -5.422], [0.828, -2.259, -5.977], [0.883, -1.156, -5.144], [0.882, -1.312, -3.762], [2.072, -3.516, -1.286], [2.060, -4.774, -0.702], [3.252, -5.420, -0.395], [4.464, -4.804, -0.652], [4.479, -3.537, -1.224], [3.295, -2.901, -1.547], [-0.766, -4.356, -1.760], [0.764, -4.685, -3.624], [0.746, -4.406, -6.062], [0.827, -2.133, -7.052], [0.922, -0.158, -5.561], [0.935, -0.449, -3.119], [1.113, -5.246, -0.475], [3.227, -6.404, 0.057], [5.393, -5.301, -0.404], [5.422, -3.043, -1.420], [3.303, -1.916, -1.994]], "forces_ev_per_a": [[0.32, -0.63, -0.77], [-0.05, -0.05, -0.05], [0.14, -0.01, -0.05], [0.05, 0.04, -0.06], [0.04, 0.09, 0.07], [-0.04, -0.04, -0.01], [-0.01, -0.01, 0.01], [-0.03, -0.17, -0.12], [0.00, 0.04, 0.08], [0.01, 0.11, -0.05], [0.02, -0.07, -0.06], [0.00, -0.04, 0.03], [-0.17, 0.14, 0.08], [-0.32, 0.11, 0.13], [0.23, -0.03, -0.07], [-0.02, 0.01, -0.05], [-0.01, 0.01, 0.06], [0.02, 0.01, -0.03], [-0.09, 0.30, 0.26], [-0.13, -0.12, -0.01], [0.05, 0.05, 0.07], [-0.01, -0.02, 0.00], [0.03, 0.04, 0.00], [-0.04, -0.03, 0.01], [0.06, 0.00, -0.06], [0.02, -0.03, 0.00], [-0.03, -0.04, 0.01], [0.00, 0.05, -0.04], [0.00, -0.02, -0.05], [0.04, 0.09, 0.02], [0.00, 0.03, -0.03], [-0.05, -0.04, 0.05], [-0.01, 0.02, -0.02], [-0.01, -0.01, 0.02], [0.02, 0.01, 0.00], [0.02, 0.02, 0.00], [-0.05, -0.03, -0.02], [-0.01, -0.04, 0.00], [-0.04, 0.04, 0.08], [0.00, 0.00, -0.04], [-0.01, 0.04, 0.02], [-0.08, 0.04, -0.07], [0.01, -0.01, 0.05], [0.03, 0.00, -0.02], [-0.07, -0.01, -0.03], [0.14, 0.01, 0.05], [0.05, 0.10, 0.04], [0.01, -0.01, -0.02], [0.01, 0.02, -0.01], [0.00, 0.01, -0.02], [0.03, 0.00, 0.00], [0.00, 0.03, 0.01], [-0.07, 0.00, 0.01], [0.01, 0.04, 0.05], [0.01, -0.02, -0.02], [-0.02, -0.01, 0.00], [-0.01, 0.00, 0.01], [0.01, -0.02, 0.02], [-0.04, 0.02, -0.02], [0.00, 0.03, 0.05], [-0.06, -0.10, 0.14], [-0.01, -0.01, -0.01], [0.00, -0.06, -0.05], [0.06, 0.08, 0.05], [-0.02, 0.01, -0.02], [0.09, -0.04, 0.07], [-0.02, 0.02, 0.07], [0.02, 0.02, -0.03], [-0.01, 0.01, 0.03], [-0.03, -0.03, -0.01], [0.01, 0.02, -0.02], [0.00, -0.03, -0.03], [0.04, -0.01, 0.02], [-0.05, -0.03, -0.01], [-0.01, 0.01, -0.01], [0.03, -0.14, 0.15], [0.00, 0.02, -0.03], [0.02, -0.04, 0.08], [0.04, 0.07, -0.01], [-0.09, 0.12, 0.22], [-0.01, -0.07, -0.03], [0.00, -0.02, -0.02], [0.01, 0.04, -0.02], [0.00, -0.03, 0.02], [0.01, 0.03, -0.03], [-0.03, 0.05, -0.03], [0.00, 0.01, 0.01], [0.00, -0.05, 0.05], [0.00, 0.02, 0.04], [0.00, 0.03, -0.01], [0.02, -0.03, 0.02], [0.02, 0.02, -0.01], [-0.02, 0.07, -0.07], [0.00, -0.02, 0.02], [0.00, -0.01, -0.01], [0.00, 0.00, -0.03], [0.00, 0.02, -0.01], [-0.01, 0.05, 0.00], [0.00, -0.01, 0.00], [0.00, -0.01, 0.00], [0.02, -0.01, 0.01], [0.03, 0.01, 0.00], [0.00, 0.01, -0.01]], "lumo_energy_ev": [1.8411, 1.7877], "spin_multiplicity": 4, "homo_lumo_gap_ev": [6.184, 6.384], "total_charge": -1, "s_squared": 3.8876, "e_above_lowest_kcal_mol": 0.0}


# 2
{"formula": "C46H44FeN2O3P3S2", "method": "the ωB97M-V functional and the def2-TZVPD basis", "elements": ["Fe", "C", "C", "P", "C", "C", "C", "C", "C", "C", "C", "C", "C", "C", "C", "C", "P", "C", "C", "C", "C", "C", "C", "C", "C", "C", "C", "C", "C", "H", "H", "H", "H", "H", "H", "H", "H", "H", "H", "H", "H", "H", "H", "H", "H", "H", "H", "H", "H", "H", "H", "H", "H", "O", "S", "O", "O", "C", "C", "C", "C", "C", "C", "P", "C", "C", "C", "C", "C", "C", "C", "C", "C", "C", "C", "C", "H", "H", "H", "H", "H", "H", "H", "H", "H", "H", "H", "H", "H", "H", "C", "N", "C", "N", "S", "H", "H", "H", "H", "H", "H"], "xyz": [[-0.024, -0.006, -0.145], [3.224, -0.510, -0.611], [3.139, -0.115, 0.862], [1.534, -0.706, 1.513], [1.718, -2.515, 1.645], [0.611, -3.270, 2.034], [0.735, -4.628, 2.267], [1.964, -5.253, 2.101], [3.067, -4.513, 1.708], [2.948, -3.147, 1.487], [1.520, -0.263, 3.274], [0.402, -0.588, 4.040], [0.409, -0.388, 5.409], [1.534, 0.138, 6.030], [2.656, 0.452, 5.278], [2.654, 0.246, 3.905], [1.836, 0.276, -1.478], [2.323, 1.977, -1.874], [1.418, 2.811, -2.536], [1.843, 4.014, -3.074], [3.162, 4.419, -2.923], [4.049, 3.628, -2.211], [3.637, 2.407, -1.696], [1.723, -0.518, -3.112], [0.982, 0.067, -4.139], [0.918, -0.531, -5.389], [1.594, -1.718, -5.633], [2.333, -2.309, -4.617], [2.397, -1.715, -3.364], [3.081, -1.588, -0.708], [4.181, -0.262, -1.067], [3.169, 0.971, 0.984], [3.963, -0.536, 1.437], [-0.360, -2.802, 2.144], [-0.129, -5.202, 2.575], [2.060, -6.315, 2.279], [4.028, -4.993, 1.582], [3.834, -2.595, 1.202], [-0.482, -0.999, 3.572], [-0.465, -0.644, 5.992], [1.540, 0.292, 7.100], [3.541, 0.846, 5.758], [3.548, 0.486, 3.344], [0.381, 2.520, -2.638], [1.140, 4.638, -3.610], [3.495, 5.355, -3.352], [5.074, 3.946, -2.072], [4.363, 1.796, -1.177], [0.440, 0.985, -3.975], [0.344, -0.060, -6.176], [1.553, -2.177, -6.612], [2.870, -3.231, -4.798], [2.978, -2.206, -2.596], [-2.170, -0.050, 0.070], [-2.343, 0.767, -1.165], [-3.370, 0.353, -2.061], [-0.956, 0.757, -1.752], [-2.635, 2.415, -0.654], [-3.758, 3.074, -1.127], [-4.020, 4.360, -0.678], [-3.175, 4.954, 0.246], [-2.056, 4.279, 0.715], [-1.756, 3.001, 0.257], [-0.356, 2.091, 1.016], [-1.005, 1.983, 2.718], [-2.090, 1.134, 2.953], [-2.715, 1.128, 4.189], [-2.268, 1.966, 5.202], [-1.199, 2.816, 4.971], [-0.573, 2.835, 3.732], [0.997, 3.301, 1.059], [1.006, 4.428, 0.241], [2.057, 5.330, 0.306], [3.116, 5.113, 1.175], [3.122, 3.986, 1.984], [2.068, 3.089, 1.927], [-4.414, 2.577, -1.828], [-4.893, 4.888, -1.037], [-3.389, 5.948, 0.615], [-1.420, 4.752, 1.454], [-2.458, 0.488, 2.168], [-3.561, 0.474, 4.358], [-2.761, 1.964, 6.165], [-0.854, 3.481, 5.751], [0.238, 3.528, 3.567], [0.189, 4.618, -0.441], [2.045, 6.208, -0.325], [3.929, 5.825, 1.227], [3.936, 3.816, 2.678], [2.060, 2.240, 2.594], [-3.660, -2.559, -2.573], [-2.544, -2.384, -1.653], [-1.283, -2.361, -2.020], [-0.944, -2.557, -3.283], [-0.020, -2.201, -0.814], [-4.578, -2.591, -1.997], [-3.560, -3.503, -3.110], [-3.717, -1.722, -3.271], [-2.729, -2.136, -0.693], [-1.633, -2.679, -4.008], [0.031, -2.541, -3.543]], "forces_ev_per_a": [[-0.04, 0.22, -0.42], [-0.01, 0.01, -0.02], [-0.01, 0.00, 0.03], [-0.02, -0.11, 0.05], [0.04, -0.01, 0.00], [0.00, 0.00, 0.03], [0.00, 0.00, 0.00], [0.00, 0.00, -0.01], [0.00, 0.00, 0.00], [-0.01, 0.00, 0.00], [-0.06, 0.05, -0.02], [-0.02, 0.01, -0.02], [0.00, 0.01, 0.00], [0.02, -0.01, 0.00], [-0.01, 0.01, 0.00], [0.00, 0.04, -0.02], [0.09, -0.01, 0.12], [0.01, 0.01, 0.01], [-0.02, 0.02, 0.04], [-0.03, 0.03, 0.04], [0.01, 0.01, 0.02], [0.00, 0.00, 0.00], [0.00, 0.00, 0.00], [0.01, -0.03, -0.02], [-0.01, -0.02, 0.01], [0.01, -0.01, 0.00], [-0.01, 0.01, 0.00], [0.00, 0.00, 0.00], [-0.01, 0.00, -0.01], [0.01, 0.01, -0.01], [0.00, 0.00, 0.00], [0.01, -0.01, -0.02], [0.01, 0.00, 0.00], [0.01, 0.00, 0.01], [0.00, 0.00, 0.00], [0.00, 0.00, 0.00], [0.00, 0.00, 0.00], [0.00, 0.00, 0.01], [-0.01, 0.00, -0.01], [0.00, 0.00, 0.00], [0.00, 0.00, 0.00], [0.00, 0.00, 0.00], [0.01, 0.00, 0.00], [0.00, 0.01, 0.03], [0.01, 0.00, 0.00], [0.00, 0.00, 0.00], [0.00, 0.00, 0.00], [-0.01, 0.00, 0.01], [0.01, -0.02, -0.01], [0.00, 0.00, 0.00], [0.00, 0.00, 0.00], [0.00, 0.00, 0.00], [0.00, 0.00, 0.00], [0.00, -0.03, 0.15], [0.05, 0.03, -0.04], [-0.03, 0.12, 0.04], [-0.01, -0.11, 0.07], [0.02, -0.01, 0.03], [-0.01, 0.00, -0.01], [0.00, 0.00, 0.00], [0.00, 0.00, 0.00], [-0.03, 0.01, 0.01], [-0.02, -0.03, 0.00], [0.00, 0.04, 0.08], [-0.01, 0.05, 0.03], [0.01, -0.03, 0.01], [0.00, 0.01, -0.02], [0.00, 0.00, 0.01], [0.01, 0.00, 0.01], [0.00, -0.04, -0.03], [0.00, 0.00, -0.04], [0.03, -0.01, -0.03], [0.03, 0.00, -0.02], [0.00, 0.01, -0.01], [-0.01, -0.01, 0.02], [0.00, 0.02, -0.02], [0.00, 0.00, 0.00], [0.00, 0.00, 0.00], [0.00, 0.00, 0.00], [-0.02, -0.01, 0.00], [0.00, 0.00, 0.01], [0.00, 0.00, 0.00], [0.00, 0.00, 0.00], [0.00, 0.00, 0.00], [0.05, 0.02, -0.01], [0.03, -0.01, -0.03], [0.00, 0.00, -0.01], [0.00, 0.00, 0.00], [0.00, 0.00, 0.00], [0.00, -0.07, 0.08], [0.01, -0.05, -0.04], [0.03, -0.07, -0.04], [-0.06, 0.05, 0.01], [0.01, -0.01, -0.01], [0.00, 0.01, -0.03], [0.00, 0.02, 0.00], [0.00, -0.01, 0.01], [0.00, -0.04, 0.02], [0.00, -0.04, 0.01], [0.00, -0.01, 0.01], [0.01, 0.01, -0.01]], "lumo_energy_ev": [-6.2201, -5.5655], "spin_multiplicity": 2, "homo_lumo_gap_ev": [7.308, 7.972], "total_charge": 2, "s_squared": 0.8352}